1.
# C3H6ClIO

A 2-piece molecular cluster, C3H6ClIO overall (the ωB97M-V functional and the def2-TZVPD basis, OMol25).

Calculated values
- ΔE to the lowest compared entry with this formula, charge and spin: 17.20 kJ/mol
- Max |F|: 0.6 eV/A
- HOMO level: -0.32251 Ha
- Kohn-Sham gap: 9.4 eV

Geometry as ORCA input:
```
! RIJCOSX wB97M-V def2-TZVPD def2/J DEFGRID3
* xyz 0 1
C -1.048 0.187 -1.164
C 0.337 0.350 -0.636
Cl 0.704 1.939 -0.098
C 1.231 -0.622 -0.579
I 3.154 -0.403 0.230
H -1.750 0.291 -0.339
H -1.265 0.961 -1.898
H -1.173 -0.791 -1.619
H 1.012 -1.618 -0.919
O -0.442 -0.051 1.965
H 0.385 -0.057 2.454
H -1.146 -0.186 2.604
*
```

=====

2.
# C6H12

A single C6H12 molecule at a distorted geometry (the ωB97M-V functional and the def2-TZVPD basis, OMol25).

Calculated values
- ΔE to the lowest compared entry with this formula, charge and spin: 85.42 kJ/mol
- Max |F|: 1.1 eV/A
- HOMO level: -0.32558 Ha
- Kohn-Sham gap: 10.0 eV

Geometry as ORCA input:
```
! RIJCOSX wB97M-V def2-TZVPD def2/J DEFGRID3
* xyz 0 1
C 2.195 -1.039 -0.394
C 0.959 -0.717 0.417
C 0.110 0.240 0.083
C 0.373 1.232 -1.011
C -1.149 0.465 0.872
C -2.390 -0.140 0.191
H 2.104 -0.818 -1.453
H 3.075 -0.533 -0.004
H 2.378 -2.121 -0.347
H 0.787 -1.339 1.289
H -0.540 1.806 -1.202
H 0.721 0.873 -1.973
H 1.060 1.999 -0.637
H -1.316 1.527 1.059
H -1.019 0.087 1.888
H -2.688 0.500 -0.638
H -3.208 -0.279 0.886
H -2.098 -1.081 -0.275
*
```

=====

> HOMO level of number 2 (C6H12)?

-0.32558 Ha

=====

> Which formula does entry 2 have?

C6H12

=====

> Which of these has the highest ΔE to the lowest compared entry with this formula, charge and spin?

C6H12

=====

> The highest Kohn-Sham gap belongs to which entry?

C6H12